Density functional theory data (ωB97M-V/def2-TZVPD) for a structure of composition AsF6H28O14 in a non-equilibrium geometry.

Geometry as XYZ:
```
49
Properties=species:S:1:pos:R:3:forces:R:3:lowdin_charge:R:1
As 0.1395 -0.1986 0.7605 0.9 0.1 1.4 1.052
F -0.2432 1.5144 0.3883 0.6 -2.1 0.3 -0.241
F -0.2340 -0.7283 -0.8911 1.3 1.3 1.3 -0.241
F 0.4748 -1.9582 1.2254 -0.4 2.3 -0.8 -0.274
F 0.5030 0.2670 2.4721 -0.6 -0.6 -2.2 -0.260
F -1.6004 -0.4278 1.1625 1.9 0.4 -0.9 -0.259
F 1.9234 0.0070 0.2991 -2.6 -0.3 0.5 -0.279
O 0.7256 4.1799 0.8791 0.2 0.5 0.4 -0.060
H -0.1537 4.2677 1.2469 -0.2 0.0 0.2 0.034
H 0.5963 3.7030 0.0592 -0.2 -0.3 -0.4 -0.040
O 2.1045 0.5419 4.6218 0.5 0.1 0.5 -0.066
H 1.7617 0.2080 3.7928 -0.1 -0.1 -0.3 -0.017
H 1.3255 0.7311 5.1448 -0.2 0.0 0.0 0.024
O 1.4206 2.9938 -1.5283 0.2 -0.3 0.0 -0.045
H 2.0597 3.4130 -0.9520 0.4 0.1 0.2 0.036
H 1.5336 3.4326 -2.3715 -0.2 0.1 -0.3 0.055
O -1.2643 0.1936 -4.1339 0.1 0.0 -0.8 -0.062
H -1.8707 0.3754 -3.4159 -0.4 -0.2 0.4 -0.027
H -0.5604 -0.3145 -3.7307 0.3 0.2 0.1 -0.029
O 2.9962 -2.8329 2.0807 0.2 -0.2 0.2 -0.060
H 3.8599 -2.5861 1.7499 0.2 0.1 0.0 0.026
H 2.3837 -2.4972 1.4262 -0.4 0.2 -0.2 -0.017
O -1.5619 3.1207 -1.6492 -0.3 0.6 -0.2 -0.049
H -1.3223 2.8951 -0.7504 0.0 -0.3 0.1 -0.012
H -1.7985 2.2850 -2.0515 0.1 -0.3 0.0 -0.002
O -3.0380 -1.3130 3.0603 -1.1 0.3 0.5 -0.085
H -2.4056 -1.8795 3.5023 0.3 -0.3 0.0 -0.023
H -2.6013 -1.0529 2.2492 0.0 -0.2 0.1 -0.040
O -2.7473 0.2701 -1.8281 -0.3 0.5 0.1 -0.045
H -2.8159 -0.6215 -1.4869 0.1 -0.7 -0.1 0.029
H -3.5477 0.7030 -1.5310 -0.2 0.3 0.1 0.068
O -1.0242 -3.1605 3.5045 0.0 -0.2 0.4 -0.037
H -0.1892 -3.1034 3.0399 0.3 0.3 -0.3 0.027
H -1.1684 -4.0992 3.6243 -0.1 -0.2 0.0 0.049
O 0.3939 -3.1894 -3.3039 0.1 -0.5 0.1 -0.035
H 0.1031 -3.4861 -4.1663 -0.1 -0.1 -0.3 0.057
H 0.3624 -2.2341 -3.3556 0.4 0.6 -0.1 0.005
O 4.8584 0.3396 -0.5733 0.3 -0.2 -0.2 -0.058
H 4.1904 0.3864 0.1106 -0.4 0.0 0.2 0.004
H 5.0702 1.2532 -0.7649 0.0 0.2 0.0 0.025
O -1.7335 -2.5137 -1.6904 -1.3 -0.3 0.1 -0.064
H -1.0835 -2.9188 -2.2645 0.3 -0.3 -0.2 -0.018
H -1.2532 -1.8226 -1.2342 0.1 -0.4 0.1 -0.052
O -3.2707 2.4221 1.8701 -0.1 0.4 -0.2 -0.052
H -3.8656 2.1739 2.5777 -0.1 -0.1 0.2 0.030
H -2.7784 1.6237 1.6792 0.3 -0.3 0.0 -0.003
O 1.4927 -0.1878 -3.2054 -0.2 -0.3 -0.3 -0.035
H 2.4327 -0.1531 -3.3830 0.2 -0.1 -0.1 0.052
H 1.4198 -0.0218 -2.2655 -0.1 0.2 0.5 0.012
```
Positions in Å, forces in eV/Å.

Output
- net charge = -1
- energy above the lowest of the compared OMol25 structures with the same formula, charge and spin (kJ/mol) = 147.06
- LUMO level (Eh) = 0.070
- HOMO-LUMO gap (eV) = 9.76